Below is a structure of composition C28H32N7NiO in a non-equilibrium geometry, with properties calculated with ωB97M-V/def2-TZVPD.

Element x y z (Å)
Ni 0.0586 -1.4683 -0.2701
C 2.5616 0.1838 2.8312
C 2.0290 -0.4418 1.6063
N 0.9346 0.0385 0.9419
N 0.3000 1.0230 1.4791
C -0.5626 1.7163 0.7070
O -0.8061 1.4811 -0.4806
C -1.1426 2.8538 1.4524
C -1.4368 3.9708 0.7204
C -1.9840 5.1035 1.3392
C -2.2583 4.9799 2.7090
C -2.0946 3.7963 3.4172
C -1.5059 2.7047 2.8088
C 2.5123 -1.6889 1.0969
C 3.5029 -2.3799 1.8360
C 3.8344 -3.6816 1.4150
C 3.2502 -4.3038 0.3186
C 2.1156 -3.6278 -0.2094
N 1.8265 -2.3228 0.0469
H 1.8811 0.9268 3.1581
H 3.5819 0.5581 2.6077
H 2.7213 -0.6536 3.5534
H -1.2115 3.9821 -0.3670
H -2.1501 6.0614 0.8497
H -2.5668 5.8718 3.2697
H -2.3673 3.6672 4.4898
H -1.2098 1.8211 3.3775
H 4.1173 -1.8319 2.5474
H 4.6087 -4.2707 1.9032
H 3.5134 -5.2787 -0.1792
H 1.4644 -4.0048 -0.9755
C -2.0556 -1.9828 3.5562
C -3.3782 -1.9836 3.1320
C -3.6192 -1.8956 1.7674
C -2.5286 -1.8927 0.9006
N -1.2488 -1.8494 1.2888
C -1.0236 -1.9543 2.6310
C -2.7166 -1.8316 -0.5460
C -3.9724 -1.6590 -1.1281
C -4.0369 -1.7182 -2.5186
C -2.9206 -2.0690 -3.2221
C -1.7236 -2.1015 -2.5709
N -1.5526 -1.8840 -1.2290
H -1.8177 -1.8720 4.6105
H -4.2180 -1.9280 3.7717
H -4.5886 -2.0253 1.3368
H -0.0007 -1.8549 2.9720
H -4.9065 -1.5725 -0.6132
H -4.9442 -1.4176 -3.0887
H -2.8871 -2.2207 -4.3051
H -0.8271 -2.2306 -3.1706
C 2.7732 2.5689 -2.2522
C 1.9230 1.4112 -2.8543
C 2.7244 0.7934 -3.9675
C 0.5504 1.9432 -3.2931
N 1.8077 0.4157 -1.7525
N 0.8153 -0.4866 -1.9933
H 3.2192 3.1472 -3.0791
H 3.5827 2.2079 -1.5845
H 2.1125 3.1855 -1.6453
H 2.9068 1.4700 -4.8207
H 2.1431 -0.0202 -4.4332
H 3.7022 0.3725 -3.6650
H 0.7149 2.8035 -3.9632
H -0.1145 2.1998 -2.4863
H -0.0539 1.3111 -3.9570
H 1.5785 0.9585 -0.9261
H 1.0981 -1.1817 -2.6391
H -0.0339 0.0576 -2.2627

Cartesian forces, eV/Å:
1.56 1.98 0.44
1.54 -1.62 -0.22
-2.98 1.32 -2.26
2.26 -2.74 0.96
0.20 1.30 1.31
0.31 -0.67 0.12
-0.18 -0.17 -0.45
-0.71 -1.16 0.33
-0.36 1.57 -1.15
0.29 -0.78 1.11
-0.35 1.16 0.06
0.09 -0.72 0.97
0.63 0.61 -0.73
0.00 -1.78 -0.13
0.02 -0.56 -1.82
0.87 -0.20 -0.05
-2.20 0.18 -0.98
1.43 1.74 -0.17
0.76 -1.20 2.58
-0.33 0.75 0.51
-0.55 0.25 0.32
-0.31 0.91 -0.03
-0.13 -0.08 0.90
0.08 -0.38 -0.07
-0.15 -0.41 -0.33
0.17 0.60 -0.94
-0.29 0.17 -0.35
-0.38 -0.47 0.11
0.07 0.49 0.17
-0.11 1.08 1.22
0.06 -0.65 -0.26
0.04 0.27 0.33
0.55 0.61 -1.30
1.07 -1.14 0.13
-0.14 0.70 0.48
-0.23 -0.88 2.13
-0.40 0.88 -0.97
-0.06 0.44 0.20
0.59 -0.57 -1.37
-1.46 0.70 -0.10
0.65 0.02 -1.12
1.47 0.42 1.03
-2.88 -1.50 -2.89
0.01 -0.39 -0.15
-0.48 -0.18 0.91
-0.50 0.32 0.15
0.07 -0.17 -0.20
0.02 0.30 0.57
0.52 -0.62 0.75
-0.32 0.13 0.44
0.04 -0.06 0.28
-0.20 -0.33 -0.11
1.02 0.50 0.92
-0.01 -0.83 -1.48
0.23 0.38 -1.56
1.89 1.54 -0.31
-2.81 0.19 1.26
-0.25 -0.03 0.52
-0.41 -0.05 -0.56
0.08 0.35 0.00
-0.09 0.06 0.52
0.20 -0.05 0.15
-0.57 0.35 0.17
-0.02 0.04 0.55
0.09 0.38 0.54
0.39 -0.52 0.11
-0.21 -0.41 0.08
0.32 -0.39 -1.01
0.47 -1.01 -0.26

The strongest force on any atom comes out at 0.0846 Eh/bohr. The spin multiplicity is 3. The total energy is -83070.2682 eV. The charge is +1.

***

Below is a structure of composition C28H33AsN3O3W in a non-equilibrium geometry, with properties calculated with ωB97M-V/def2-TZVPD.

Element x y z (Å)
W 1.1687 -1.2527 -1.3477
N 2.5762 0.6725 -2.1027
C 2.5215 0.7447 -3.5886
C 2.2123 -0.5987 -4.1708
O 2.1591 -0.8452 -5.3269
N 1.9638 -1.5762 -3.1388
C 1.9264 -2.9520 -3.6618
C 1.1540 -3.8164 -2.6949
O 0.8433 -4.9348 -2.7837
O 0.8028 -3.0259 -1.5521
H 2.3885 1.6166 -1.7722
H 3.5492 0.4872 -1.8615
H 3.4660 1.0757 -4.0229
H 1.7611 1.4583 -3.9060
H 2.9376 -3.3565 -3.7604
H 1.4742 -3.0030 -4.6529
C 0.0217 2.0450 5.9854
C 0.0370 1.6985 4.5272
C 0.9870 2.2409 3.6618
C 0.9895 1.9401 2.3107
C 2.0045 2.5684 1.3880
C 0.0069 1.0619 1.8557
As 0.1046 0.5899 -0.0590
N 0.1135 -1.3196 0.3496
C 1.2305 -1.9378 0.8555
C 1.1358 -3.2209 1.4107
C 2.2488 -4.0232 1.4681
C 3.5025 -3.5897 0.9670
C 3.6593 -2.3163 0.5140
C 2.5387 -1.4170 0.4175
C -1.6591 0.8989 -0.7832
C -2.3403 2.0716 -0.4115
C -1.7523 3.1566 0.4587
C -3.6304 2.2502 -0.8961
C -4.2471 1.3477 -1.7533
C -5.6418 1.5659 -2.2482
C -3.5106 0.2332 -2.1700
C -2.2336 0.0011 -1.7089
C -1.5046 -1.2093 -2.2302
C -0.9714 0.4719 2.6551
C -2.0547 -0.4853 2.2260
C -0.9167 0.8300 4.0004
H 0.7749 2.7878 6.2364
H 0.2014 1.1529 6.5884
H -0.9574 2.4300 6.2732
H 1.7366 2.9216 4.0482
H 2.5418 3.3709 1.8883
H 1.5153 3.0020 0.5089
H 2.7555 1.8404 1.0613
H 0.1777 -3.5554 1.7871
H 2.1660 -5.0173 1.8911
H 4.3556 -4.2537 1.0210
H 4.6510 -1.9425 0.2900
H 2.7378 -0.3696 0.6607
H -0.6741 3.2373 0.3332
H -1.9609 2.9730 1.5135
H -2.1894 4.1186 0.1999
H -4.1666 3.1456 -0.6032
H -6.0559 2.5033 -1.8851
H -6.2938 0.7517 -1.9261
H -5.6650 1.5785 -3.3395
H -3.9592 -0.4657 -2.8675
H -2.1125 -1.7625 -2.9482
H -1.2954 -1.9124 -1.4251
H -0.6106 -0.8872 -2.8244
H -2.1982 -0.5188 1.1504
H -3.0016 -0.1953 2.6797
H -1.8251 -1.4911 2.5815
H -1.6705 0.4116 4.6589

Cartesian forces, eV/Å:
3.07 1.53 -2.36
-0.31 -0.49 -0.29
0.05 0.25 -0.13
0.27 0.35 0.07
-0.02 -0.19 0.01
-0.43 -1.40 0.23
-0.16 0.12 -0.04
0.44 -0.06 -0.90
-0.08 -0.05 0.29
-0.62 -0.51 0.36
-0.12 -0.15 0.34
-0.08 -0.13 0.25
0.04 0.08 0.10
-0.07 -0.01 0.02
0.05 0.05 -0.01
-0.06 0.01 -0.02
-0.02 -0.06 -0.01
-0.06 -0.03 -0.02
0.05 0.11 0.04
0.15 0.05 -0.02
-0.11 -0.15 0.15
0.97 0.25 -0.25
-2.92 0.65 1.05
0.22 -0.22 0.40
-0.01 -0.10 0.95
-0.09 -0.04 0.21
0.01 0.03 -0.05
0.02 -0.02 0.06
0.28 0.19 -0.24
-0.65 -0.70 0.07
0.29 0.03 -0.11
0.05 0.01 0.18
-0.13 -0.17 -0.05
-0.06 0.05 -0.02
-0.04 0.05 0.06
0.01 0.02 -0.03
-0.01 -0.10 0.00
0.05 0.07 -0.12
-0.24 0.39 0.49
-0.21 -0.18 -0.02
0.07 0.08 0.03
0.02 0.10 0.03
0.00 0.00 -0.02
0.01 0.01 0.00
0.01 0.02 0.00
-0.04 0.01 0.01
0.01 0.02 -0.05
0.05 0.06 -0.04
0.03 0.03 -0.02
-0.03 -0.04 -0.13
0.00 0.01 0.01
0.00 0.02 0.04
-0.01 0.00 -0.06
-0.16 0.15 -0.21
0.05 0.13 0.03
0.02 0.02 0.02
0.02 0.00 -0.04
0.01 0.00 -0.03
0.00 -0.01 0.01
0.02 0.00 0.02
0.01 0.00 0.01
0.00 0.03 0.00
0.21 -0.02 -0.17
0.04 -0.13 -0.01
0.17 0.01 -0.06
-0.05 -0.04 0.02
0.01 0.02 0.02
-0.01 -0.01 -0.03
0.00 0.01 0.00

The strongest force on any atom comes out at 0.0810 Eh/bohr. The spin multiplicity is 1. The total energy is -102818.2236 eV. The charge is +3.

***

Below is a structure of composition C28H33AsN4PdS2Se4 in a non-equilibrium geometry, with properties calculated with ωB97M-V/def2-TZVPD.

Element x y z (Å)
Pd -0.2343 -0.2983 0.7308
Se 0.6465 -2.5110 0.6804
Se 1.7478 -3.0130 2.4847
Se 0.0127 0.2232 3.8092
Se 1.5655 1.1247 2.5517
N -2.0666 2.6328 -1.7299
C -2.3180 3.3851 -0.6091
C -2.9592 4.6004 -0.4241
C -3.0123 5.0903 0.8640
C -2.4351 4.3977 1.9344
C -1.8145 3.1785 1.7644
C -1.7695 2.6567 0.4715
N -1.2402 1.4885 -0.0212
C -1.4214 1.5092 -1.3372
C -0.9863 0.4673 -2.2423
C -0.8186 0.5554 -3.6035
S -0.2513 -0.9263 -4.2405
C -0.2788 -1.5782 -2.6494
N -0.6686 -0.7604 -1.7283
H -2.3022 2.8905 -2.6758
H -3.3949 5.1350 -1.2510
H -3.5069 6.0297 1.0517
H -2.4820 4.8380 2.9172
H -1.3756 2.6566 2.6059
H -0.9721 1.4004 -4.2454
H -0.0042 -2.5990 -2.4597
N 1.6552 0.3314 -0.3498
S 2.9132 -0.6605 -0.3616
C 3.3566 -1.0335 -2.0818
C 3.9022 -0.1009 -2.9442
C 4.3040 -0.5101 -4.2052
C 4.1687 -1.8358 -4.5869
C 3.5989 -2.7570 -3.7212
C 3.1893 -2.3550 -2.4612
C 4.4222 0.1937 0.1220
C 5.4973 -0.6591 0.3133
C 6.7027 -0.1379 0.7429
C 6.8141 1.2228 0.9879
C 5.7284 2.0647 0.8052
C 4.5154 1.5491 0.3710
H 1.7931 1.2339 -0.7929
H 4.0415 0.9235 -2.6352
H 4.7490 0.2059 -4.8765
H 4.5135 -2.1505 -5.5594
H 3.5008 -3.7904 -4.0119
H 2.7703 -3.0679 -1.7640
H 5.3796 -1.7153 0.1257
H 7.5362 -0.8026 0.9039
H 7.7535 1.6239 1.3316
H 5.8188 3.1212 1.0099
H 3.6668 2.2064 0.2385
C -4.4391 0.8262 2.2964
C -3.5726 -0.2673 2.9113
As -2.3283 -1.1576 1.6362
C -2.1235 -2.9884 2.3957
C -3.2427 -3.4818 3.3026
C -3.3789 -1.4468 -0.0110
C -4.6648 -2.2479 0.1647
H -5.1276 1.2064 3.0499
H -5.0299 0.4404 1.4643
H -3.8308 1.6593 1.9460
H -4.2123 -1.0618 3.3110
H -2.9840 0.1362 3.7441
H -1.1825 -3.0274 2.9560
H -2.0119 -3.6473 1.5225
H -3.2148 -2.9689 4.2610
H -3.1058 -4.5451 3.4884
H -4.2265 -3.3483 2.8560
H -2.7036 -1.9559 -0.7116
H -3.5956 -0.4534 -0.4253
H -4.4519 -3.2793 0.4388
H -5.2177 -2.2628 -0.7719
H -5.3069 -1.8041 0.9258

Cartesian forces, eV/Å:
0.18 0.85 -0.52
0.05 -0.89 0.35
-0.01 0.00 -0.08
0.29 0.12 -0.08
-0.21 -0.09 0.51
0.14 -0.25 -0.13
0.20 -0.01 0.93
-0.02 0.06 -0.01
-0.01 -0.04 -0.18
0.04 -0.08 0.07
0.06 -0.02 0.01
-0.39 0.72 -0.31
0.26 -0.55 -0.65
-0.17 0.37 0.41
0.25 -0.30 -1.02
0.01 -0.16 0.42
-0.13 0.15 0.56
0.01 0.10 -0.47
-0.23 0.02 0.34
-0.03 -0.12 0.06
-0.08 0.14 -0.11
-0.03 0.11 0.01
0.00 0.01 0.14
-0.01 -0.03 -0.07
-0.04 0.19 -0.13
0.11 -0.24 0.04
-0.31 -0.41 0.54
0.64 0.88 -1.04
-0.18 -0.15 0.65
0.01 0.11 -0.03
-0.03 0.13 0.10
-0.11 -0.08 0.00
0.04 -0.01 -0.08
-0.02 -0.06 0.09
-0.36 -0.28 0.11
0.02 0.06 0.00
-0.09 -0.08 -0.01
0.05 0.04 0.01
0.03 -0.04 0.01
-0.19 0.06 -0.05
-0.06 -0.04 -0.04
0.07 0.15 0.06
0.05 0.08 -0.11
0.02 -0.04 -0.10
-0.02 -0.13 -0.06
0.00 -0.09 0.05
0.08 -0.20 0.00
0.15 0.00 0.01
0.11 0.08 0.05
0.02 0.05 -0.01
-0.10 0.02 -0.01
0.22 -0.08 -0.19
0.23 0.21 -0.05
-0.58 -0.82 -0.01
0.17 0.03 -0.08
-0.10 0.24 -0.15
0.10 0.05 -0.01
0.14 0.11 0.23
-0.02 -0.01 0.01
-0.02 0.09 0.02
-0.13 0.00 -0.04
0.30 -0.03 -0.15
-0.04 -0.19 -0.19
-0.12 0.14 -0.26
0.03 0.23 0.17
-0.10 0.00 0.08
0.02 -0.05 0.03
-0.07 -0.04 0.05
-0.08 0.21 0.22
0.15 -0.13 0.11
-0.05 -0.04 0.06
-0.04 0.00 -0.05
-0.08 -0.09 -0.01

The strongest force on any atom comes out at 0.0293 Eh/bohr. The spin multiplicity is 5. The total energy is -382891.8216 eV. The charge is +2.